{
  "formula": "C69H163O37P",
  "method": "ωB97M-V with the def2-TZVPD basis set",
  "species": ["C", "O", "P", "O", "O", "C", "O", "C", "H", "H", "H", "H", "H", "H", "H", "H", "H", "C", "O", "C", "C", "O", "C", "C", "O", "C", "H", "H", "H", "H", "H", "H", "H", "H", "H", "H", "H", "H", "H", "H", "C", "O", "C", "C", "O", "C", "C", "O", "C", "H", "H", "H", "H", "H", "H", "H", "H", "H", "H", "H", "H", "H", "H", "C", "O", "C", "C", "O", "C", "C", "O", "C", "H", "H", "H", "H", "H", "H", "H", "H", "H", "H", "H", "H", "H", "H", "C", "O", "C", "C", "O", "C", "C", "O", "C", "H", "H", "H", "H", "H", "H", "H", "H", "H", "H", "H", "H", "H", "H", "C", "O", "C", "C", "O", "C", "C", "O", "C", "H", "H", "H", "H", "H", "H", "H", "H", "H", "H", "H", "H", "H", "H", "C", "O", "C", "C", "O", "C", "C", "O", "C", "H", "H", "H", "H", "H", "H", "H", "H", "H", "H", "H", "H", "H", "H", "C", "O", "C", "C", "O", "C", "C", "O", "C", "H", "H", "H", "H", "H", "H", "H", "H", "H", "H", "H", "H", "H", "H", "C", "O", "C", "C", "O", "C", "C", "O", "C", "H", "H", "H", "H", "H", "H", "H", "H", "H", "H", "H", "H", "H", "H", "C", "O", "C", "C", "O", "C", "C", "O", "C", "H", "H", "H", "H", "H", "H", "H", "H", "H", "H", "H", "H", "H", "H", "C", "O", "C", "C", "O", "C", "C", "O", "C", "H", "H", "H", "H", "H", "H", "H", "H", "H", "H", "H", "H", "H", "H", "C", "O", "C", "C", "O", "C", "C", "O", "C", "H", "H", "H", "H", "H", "H", "H", "H", "H", "H", "H", "H", "H", "H"],
  "coordinates": [[-1.872, 1.057, 1.271], [-0.905, 0.022, 1.014], [0.333, 0.342, 0.067], [1.152, -0.841, -0.128], [1.203, 1.521, 0.718], [2.602, 1.700, 0.385], [-0.418, 0.957, -1.217], [-1.119, -0.098, -2.084], [-2.762, 0.607, 1.703], [-2.186, 1.411, 0.282], [-1.488, 1.857, 1.907], [3.067, 0.704, 0.312], [3.114, 2.214, 1.177], [2.701, 2.251, -0.565], [-0.507, -1.008, -2.153], [-1.310, 0.367, -3.053], [-2.047, -0.353, -1.568], [2.387, 5.402, 3.108], [3.131, 5.982, 4.250], [4.439, 6.241, 3.875], [5.274, 5.009, 4.183], [5.081, 4.036, 3.148], [6.247, 3.296, 2.927], [5.944, 2.283, 1.922], [5.520, 2.934, 0.714], [5.516, 2.139, -0.502], [2.682, 6.022, 2.214], [1.337, 5.490, 3.326], [2.637, 4.353, 2.854], [4.818, 7.037, 4.537], [4.536, 6.536, 2.834], [5.031, 4.726, 5.213], [6.326, 5.263, 4.159], [6.553, 2.893, 3.890], [7.036, 3.954, 2.530], [5.101, 1.664, 2.289], [6.789, 1.544, 1.694], [5.053, 1.133, -0.359], [6.547, 1.943, -0.887], [4.948, 2.686, -1.234], [4.516, -2.170, 8.006], [4.805, -1.081, 7.203], [4.392, -1.213, 5.845], [4.224, 0.239, 5.374], [2.994, 0.797, 5.858], [2.819, 2.056, 5.308], [1.529, 2.739, 5.881], [0.367, 1.993, 5.627], [-0.014, 1.987, 4.302], [4.816, -1.916, 9.027], [5.147, -3.022, 7.724], [3.456, -2.428, 7.976], [3.490, -1.789, 5.827], [5.178, -1.737, 5.262], [4.229, 0.263, 4.292], [5.072, 0.775, 5.823], [2.626, 1.888, 4.239], [3.688, 2.699, 5.475], [1.495, 3.753, 5.453], [1.548, 2.803, 6.974], [-1.092, 1.858, 4.314], [0.470, 1.197, 3.725], [0.204, 2.954, 3.833], [-2.299, -2.080, -5.022], [-2.682, -1.772, -3.697], [-4.080, -2.043, -3.552], [-4.607, -1.966, -2.131], [-4.510, -0.586, -1.747], [-5.136, -0.282, -0.517], [-4.610, -1.173, 0.604], [-4.988, -0.550, 1.818], [-6.323, -0.852, 2.156], [-1.238, -1.856, -5.203], [-2.928, -1.412, -5.666], [-2.443, -3.125, -5.278], [-4.246, -3.054, -3.888], [-4.621, -1.419, -4.220], [-4.056, -2.595, -1.416], [-5.649, -2.319, -2.090], [-6.216, -0.401, -0.618], [-4.985, 0.784, -0.295], [-3.532, -1.288, 0.685], [-5.023, -2.176, 0.525], [-6.546, -0.394, 3.127], [-6.509, -1.944, 2.306], [-7.034, -0.527, 1.401], [-4.674, -6.371, -2.765], [-3.745, -6.124, -3.803], [-2.410, -6.674, -3.619], [-1.508, -5.575, -3.246], [-1.846, -5.120, -1.937], [-1.160, -3.966, -1.516], [-1.356, -3.787, -0.051], [-2.712, -3.722, 0.213], [-3.017, -3.776, 1.606], [-4.850, -7.460, -2.656], [-5.602, -5.919, -3.113], [-4.403, -5.888, -1.830], [-2.104, -7.109, -4.589], [-2.481, -7.458, -2.897], [-1.662, -4.714, -3.878], [-0.444, -5.877, -3.404], [-1.608, -3.132, -2.010], [-0.060, -4.063, -1.701], [-0.848, -2.842, 0.251], [-0.859, -4.583, 0.523], [-2.599, -4.714, 2.020], [-4.131, -3.793, 1.710], [-2.620, -2.884, 2.108], [-2.952, 5.040, 4.226], [-4.130, 4.718, 3.417], [-4.132, 3.372, 2.957], [-5.120, 3.281, 1.836], [-4.457, 3.785, 0.679], [-5.401, 3.998, -0.352], [-4.676, 4.615, -1.505], [-4.385, 5.976, -1.209], [-3.988, 6.651, -2.404], [-2.051, 5.067, 3.602], [-2.886, 4.321, 5.075], [-3.193, 6.012, 4.599], [-4.350, 2.615, 3.728], [-3.113, 3.172, 2.669], [-5.916, 4.007, 2.056], [-5.502, 2.275, 1.582], [-6.116, 4.776, -0.055], [-5.935, 3.041, -0.512], [-5.286, 4.616, -2.385], [-3.703, 4.105, -1.689], [-3.789, 7.700, -2.148], [-4.856, 6.587, -3.116], [-3.074, 6.239, -2.876], [0.467, -9.280, 7.078], [0.779, -8.010, 6.493], [0.754, -8.126, 5.085], [1.033, -6.824, 4.435], [-0.122, -6.001, 4.547], [0.198, -4.739, 4.011], [-0.812, -3.785, 4.525], [-0.546, -2.600, 3.790], [-1.470, -1.563, 4.165], [-0.602, -9.447, 6.875], [0.610, -9.128, 8.139], [1.095, -10.108, 6.694], [-0.236, -8.477, 4.690], [1.540, -8.815, 4.719], [1.301, -6.897, 3.360], [1.916, -6.366, 4.902], [0.089, -4.644, 2.924], [1.213, -4.441, 4.213], [-0.786, -3.699, 5.626], [-1.832, -4.181, 4.231], [-2.479, -1.824, 3.790], [-1.124, -0.701, 3.616], [-1.489, -1.446, 5.227], [3.949, 5.546, -0.757], [2.782, 4.779, -0.812], [2.160, 4.771, -2.092], [0.753, 4.194, -1.949], [-0.150, 5.059, -1.286], [-0.786, 4.340, -0.286], [-1.598, 5.248, 0.639], [-0.780, 6.024, 1.498], [-0.157, 7.091, 0.846], [4.655, 5.302, -1.563], [4.422, 5.289, 0.212], [3.732, 6.645, -0.715], [2.748, 4.050, -2.687], [2.077, 5.766, -2.582], [0.739, 3.147, -1.570], [0.340, 4.097, -2.988], [-0.153, 3.764, 0.418], [-1.542, 3.598, -0.716], [-2.262, 4.691, 1.308], [-2.276, 5.913, 0.098], [0.632, 6.752, 0.218], [0.289, 7.753, 1.578], [-0.898, 7.685, 0.303], [8.330, -2.956, -0.108], [7.295, -2.640, 0.785], [7.511, -1.496, 1.524], [6.319, -1.293, 2.492], [5.112, -0.987, 1.832], [4.350, -2.110, 1.374], [3.738, -2.835, 2.529], [3.128, -2.037, 3.518], [2.229, -1.134, 2.930], [7.917, -3.677, -0.813], [9.200, -3.367, 0.455], [8.615, -2.064, -0.671], [7.639, -0.641, 0.843], [8.482, -1.528, 2.036], [6.560, -0.461, 3.156], [6.151, -2.151, 3.151], [4.987, -2.797, 0.805], [3.573, -1.753, 0.705], [4.400, -3.470, 3.123], [3.035, -3.544, 2.058], [1.774, -0.589, 3.758], [1.455, -1.677, 2.332], [2.751, -0.361, 2.372], [-8.226, 6.498, -0.079], [-8.451, 5.465, -1.039], [-8.042, 5.865, -2.335], [-8.299, 4.731, -3.328], [-7.477, 3.620, -3.067], [-7.345, 2.860, -4.247], [-6.186, 1.971, -3.946], [-4.987, 2.669, -4.158], [-3.832, 1.851, -3.934], [-8.713, 6.121, 0.811], [-8.672, 7.490, -0.339], [-7.181, 6.658, 0.133], [-6.995, 6.193, -2.250], [-8.608, 6.757, -2.691], [-8.186, 5.208, -4.328], [-9.326, 4.430, -3.221], [-7.117, 3.507, -5.084], [-8.318, 2.426, -4.544], [-6.164, 1.012, -4.486], [-6.088, 1.627, -2.927], [-3.760, 1.565, -2.870], [-3.009, 2.467, -4.310], [-3.868, 0.968, -4.602], [-2.682, -5.438, -7.039], [-1.453, -5.199, -6.392], [-0.510, -4.601, -7.301], [0.697, -4.077, -6.492], [1.275, -5.130, -5.771], [2.569, -4.843, -5.275], [2.657, -4.040, -4.015], [2.466, -4.848, -2.866], [2.772, -4.081, -1.703], [-3.401, -5.844, -6.323], [-2.522, -6.073, -7.957], [-3.166, -4.502, -7.369], [-0.990, -3.850, -7.937], [-0.188, -5.425, -7.957], [0.447, -3.233, -5.830], [1.416, -3.692, -7.203], [3.224, -4.371, -6.052], [2.960, -5.859, -5.134], [1.950, -3.199, -4.080], [3.634, -3.633, -4.105], [2.609, -4.697, -0.826], [2.055, -3.213, -1.630], [3.772, -3.645, -1.687], [0.512, -0.468, -6.692], [1.041, -0.748, -5.373], [1.455, 0.510, -4.850], [1.983, 0.300, -3.435], [3.224, -0.367, -3.649], [3.814, -0.537, -2.385], [5.141, -1.143, -2.547], [6.081, -0.165, -2.881], [7.262, -0.746, -3.375], [0.205, -1.411, -7.165], [1.310, -0.025, -7.287], [-0.350, 0.172, -6.545], [0.578, 1.187, -4.759], [2.158, 0.952, -5.588], [1.253, -0.331, -2.893], [2.027, 1.224, -2.881], [3.091, -1.119, -1.794], [3.917, 0.417, -1.886], [5.036, -1.881, -3.345], [5.529, -1.707, -1.687], [7.881, 0.031, -3.775], [7.027, -1.438, -4.186], [7.876, -1.315, -2.642]],
  "charge": 0,
  "gap_ev": 9.479,
  "e_above_lowest_ev": 0.000
}